# C5H6Cl3N3O2

The molecule C5H6Cl3N3O2 in a non-equilibrium geometry (ωB97M-V with the def2-TZVPD basis set, the OMol25 dataset).

For the largest force on an atom, the calculation gives 0.079 Eh/bohr. As for the electronic energy: -1889.2871 hartree. The energy relative to the best compared isomer or geometry (same formula, charge and spin) is 46.6 kcal/mol. As for the total charge: 0.

Geometry (Å):
N  -0.82  -1.86  1.54
C  -1.14  -1.75  0.19
Cl  -0.48  -3.17  -0.54
N  -1.71  -0.85  -0.49
C  -2.26  0.36  -0.31
Cl  -2.66  0.73  1.48
Cl  -3.85  0.33  -1.11
C  -1.37  1.39  -0.93
C  -0.07  1.28  -1.00
C  0.73  0.44  -0.05
N  1.89  -0.12  -0.32
O  2.59  -0.72  0.51
O  2.46  0.05  -1.61
H  -0.73  -2.74  1.97
H  -1.06  -1.14  2.19
H  -1.83  2.17  -1.61
H  0.48  1.82  -1.65
H  0.23  0.03  0.81
H  3.35  0.27  -1.53

These are the Löwdin partial charges, in e, on atoms 1 to 5: atom 1 (N): 0.06, atom 2 (C): -0.82, atom 3 (Cl): 0.73, atom 4 (N): -0.04, atom 5 (C): -1.19

=====

# C4H10NO2P

A cluster of 2 separate species, C4H10NO2P in total in a non-equilibrium geometry (ωB97M-V with the def2-TZVPD basis set, the OMol25 dataset).

For the largest force on an atom, the calculation gives 0.094 Eh/bohr. As for the electronic energy: -704.8874 hartree. The energy relative to the best compared isomer or geometry (same formula, charge and spin) is 110.1 kcal/mol. As for the total charge: 0.

Geometry (Å):
C  2.70  -1.09  0.77
C  -2.86  0.78  -0.88
C  1.88  -0.10  0.35
C  0.00  1.03  -1.04
N  1.10  -0.21  -0.83
O  -1.17  1.65  1.28
O  -1.14  -1.33  0.92
P  -1.41  0.88  0.06
H  3.14  -1.21  1.77
H  3.01  -1.97  0.12
H  -3.81  0.90  -0.23
H  -2.82  -0.02  -1.55
H  1.46  0.68  1.04
H  -0.36  1.09  -2.03
H  0.53  2.00  -0.74
H  1.47  -0.52  -1.70
H  -0.24  -1.73  1.07
H  -1.47  -0.84  1.65

These are the Löwdin partial charges, in e, on atoms 1 to 5: atom 1 (C): -0.04, atom 2 (C): -0.20, atom 3 (C): -0.27, atom 4 (C): -0.21, atom 5 (N): -0.06

=====

# C43H79BNO14S6

A cluster of 7 separate species, C43H79BNO14S6 in total in a non-equilibrium geometry (ωB97M-V with the def2-TZVPD basis set, the OMol25 dataset).

For the largest force on an atom, the calculation gives 0.084 Eh/bohr. As for the electronic energy: -5207.3565 hartree. As for the total charge: 0. As for the spin multiplicity: 2.

Geometry (Å):
C  4.99  -0.47  -1.28
C  5.02  -1.09  0.27
B  4.23  -2.54  0.20
O  4.75  -3.50  -0.84
C  2.97  -2.97  1.22
C  3.56  -4.21  2.14
C  4.54  -3.74  3.37
C  6.07  -3.17  3.25
C  6.87  -2.70  4.61
C  6.22  -2.75  6.14
C  7.04  -2.23  7.49
C  4.70  -3.36  6.27
C  3.90  -3.83  4.92
C  1.75  -3.49  0.24
C  0.59  -2.37  -0.05
C  -0.60  -3.17  -0.91
C  1.08  -1.14  -1.06
N  -0.08  -1.80  1.18
O  -1.32  -2.26  1.37
C  0.78  -1.89  2.42
C  0.36  -0.58  3.36
C  0.45  -3.22  3.37
C  2.38  -1.70  2.08
H  4.13  -1.01  -1.88
H  4.84  0.69  -1.18
H  6.00  -0.75  -1.82
H  4.59  -0.34  1.06
H  6.16  -1.35  0.51
H  4.14  -3.36  -1.63
H  4.23  -4.88  1.42
H  2.70  -4.94  2.52
H  6.56  -3.12  2.16
H  7.97  -2.27  4.52
H  6.25  -1.58  8.11
H  7.48  -3.09  8.14
H  7.86  -1.44  7.14
H  4.17  -3.43  7.33
H  2.80  -4.26  5.07
H  2.16  -3.83  -0.83
H  1.21  -4.47  0.67
H  -0.95  -4.16  -0.38
H  -1.48  -2.47  -1.24
H  -0.05  -3.53  -1.91
H  0.25  -0.31  -1.10
H  1.21  -1.56  -2.17
H  2.09  -0.64  -0.73
H  0.92  0.39  2.98
H  -0.80  -0.45  3.48
H  0.84  -0.82  4.43
H  -0.69  -3.24  3.70
H  0.66  -4.23  2.78
H  1.07  -3.13  4.36
H  2.47  -0.72  1.42
H  2.94  -1.47  3.08
C  4.64  2.44  8.88
C  5.71  3.36  9.47
C  6.74  2.48  10.18
S  6.70  0.90  9.35
O  6.20  -0.09  10.28
O  7.93  0.72  8.61
C  5.39  1.31  8.20
H  3.99  2.97  8.18
H  4.01  2.04  9.69
H  6.20  3.91  8.65
H  5.28  4.10  10.15
H  7.74  2.90  10.11
H  6.47  2.32  11.23
H  4.77  0.43  8.02
H  5.86  1.65  7.27
C  3.75  6.44  4.94
C  3.69  5.72  3.60
C  4.61  4.51  3.69
S  4.66  4.04  5.41
O  6.00  4.26  5.91
O  3.96  2.78  5.58
C  3.62  5.36  6.00
H  2.96  7.19  5.03
H  4.71  6.95  5.04
H  2.66  5.38  3.41
H  3.97  6.38  2.77
H  4.24  3.67  3.09
H  5.63  4.76  3.38
H  3.95  5.68  6.99
H  2.59  4.98  6.05
C  -4.42  -0.86  -4.50
C  -4.24  -1.99  -3.48
C  -3.32  -3.03  -4.11
S  -2.28  -2.16  -5.26
O  -2.58  -2.61  -6.60
O  -0.92  -2.13  -4.74
C  -3.02  -0.55  -5.02
H  -4.88  0.02  -4.06
H  -5.05  -1.20  -5.33
H  -3.78  -1.59  -2.57
H  -5.20  -2.43  -3.20
H  -2.70  -3.53  -3.35
H  -3.89  -3.78  -4.67
H  -3.02  0.00  -5.96
H  -2.43  -0.02  -4.26
C  -5.07  -2.03  -11.03
C  -4.72  -2.95  -9.85
C  -5.03  -2.18  -8.57
S  -6.34  -1.03  -8.97
O  -5.82  0.32  -8.85
O  -7.56  -1.45  -8.31
C  -6.44  -1.45  -10.70
H  -5.09  -2.58  -11.97
H  -4.33  -1.23  -11.11
H  -5.34  -3.85  -9.90
H  -3.67  -3.26  -9.89
H  -5.36  -2.85  -7.77
H  -4.16  -1.60  -8.23
H  -6.68  -0.56  -11.28
H  -7.23  -2.20  -10.81
C  -3.87  1.42  5.02
C  -3.35  2.36  3.93
C  -2.57  3.48  4.62
S  -1.94  2.79  6.14
O  -2.58  3.46  7.25
O  -0.50  2.65  6.04
C  -2.69  1.18  5.95
H  -4.25  0.48  4.60
H  -4.68  1.90  5.57
H  -2.68  1.80  3.26
H  -4.17  2.76  3.32
H  -1.74  3.83  4.00
H  -3.23  4.32  4.87
H  -2.98  0.79  6.93
H  -1.95  0.52  5.49
C  -8.43  3.56  -11.31
C  -9.89  3.31  -11.71
C  -9.88  2.50  -13.00
S  -8.35  1.56  -12.99
O  -7.52  2.04  -14.08
O  -8.66  0.16  -12.81
C  -7.72  2.23  -11.46
H  -8.35  3.95  -10.29
H  -7.99  4.30  -11.99
H  -10.38  2.73  -10.92
H  -10.44  4.24  -11.83
H  -10.72  1.81  -13.05
H  -9.87  3.15  -13.88
H  -6.64  2.32  -11.52
H  -8.01  1.54  -10.66

These are the Löwdin partial charges, in e, on atoms 1 to 5: atom 1 (C): -0.13, atom 2 (C): -0.16, atom 3 (B): -0.36, atom 4 (O): -0.01, atom 5 (C): -0.28

=====

# C46H71N7O2ScSe

A structure of composition C46H71N7O2ScSe (ωB97M-V with the def2-TZVPD basis set, the OMol25 dataset).

For the largest force on an atom, the calculation gives 0.010 Eh/bohr. As for the electronic energy: -5491.4669 hartree. The energy relative to the best compared isomer or geometry (same formula, charge and spin) is 1.5 kcal/mol. As for the total charge: +1.

Geometry (Å):
Sc  -1.31  -0.84  0.94
C  -3.88  -0.45  3.16
C  -4.24  0.27  1.88
N  -3.72  -0.48  0.72
C  -4.47  -1.71  0.45
C  -3.80  -2.96  0.97
C  -4.47  -4.17  1.03
C  -3.81  -5.28  1.52
C  -2.50  -5.14  1.96
C  -1.89  -3.91  1.86
C  -0.47  -3.67  2.31
N  -0.19  -2.25  2.51
C  -0.44  -1.80  3.89
C  -1.92  -1.58  4.15
N  -2.43  -0.61  3.19
N  -2.53  -2.84  1.36
H  -4.34  -1.45  3.18
H  -4.27  0.09  4.03
H  -3.76  1.26  1.87
H  -5.32  0.43  1.82
H  -3.77  0.11  -0.09
H  -4.58  -1.82  -0.63
H  -5.49  -1.66  0.86
H  -5.50  -4.23  0.71
H  -4.31  -6.23  1.58
H  -1.96  -5.99  2.37
H  0.21  -4.06  1.54
H  -0.27  -4.25  3.22
H  0.79  -2.07  2.29
H  0.08  -0.85  4.02
H  -0.03  -2.51  4.62
H  -2.05  -1.25  5.19
H  -2.48  -2.51  4.04
H  -1.98  0.29  3.34
C  0.14  6.65  -0.55
C  0.77  6.18  0.77
C  0.22  7.05  1.91
C  2.29  6.36  0.67
C  0.44  4.71  1.04
C  -0.30  3.92  0.19
C  -0.56  2.60  0.51
Se  -1.37  1.46  -0.79
C  0.27  0.85  -1.60
C  0.75  1.58  -2.68
C  1.98  1.28  -3.23
C  2.70  0.25  -2.62
C  2.26  -0.49  -1.53
C  0.98  -0.21  -1.02
O  0.43  -0.93  -0.03
C  3.21  -1.58  -1.00
C  2.82  -2.19  0.35
C  4.62  -0.99  -0.81
C  3.28  -2.71  -2.04
C  2.57  2.02  -4.42
C  2.83  1.04  -5.57
C  3.90  2.68  -4.01
C  1.63  3.12  -4.93
C  -0.13  1.99  1.70
O  -0.48  0.74  1.99
C  0.71  2.76  2.54
C  0.94  4.09  2.19
C  1.39  2.12  3.75
C  2.20  0.90  3.28
C  2.37  3.07  4.44
C  0.33  1.72  4.80
H  0.38  7.70  -0.71
H  0.53  6.09  -1.40
H  -0.95  6.56  -0.53
H  0.45  8.10  1.72
H  -0.86  6.94  1.99
H  0.66  6.77  2.87
H  2.53  7.40  0.46
H  2.79  6.08  1.60
H  2.70  5.74  -0.13
H  -0.68  4.31  -0.75
H  0.14  2.39  -3.06
H  3.67  0.01  -3.03
H  2.60  -1.42  1.09
H  1.95  -2.85  0.28
H  3.65  -2.79  0.72
H  4.59  -0.15  -0.10
H  5.29  -1.75  -0.41
H  5.05  -0.63  -1.74
H  2.28  -3.09  -2.27
H  3.71  -2.35  -2.98
H  3.89  -3.54  -1.67
H  3.52  0.25  -5.28
H  1.89  0.57  -5.89
H  3.26  1.56  -6.43
H  4.63  1.94  -3.68
H  4.33  3.22  -4.86
H  3.74  3.38  -3.20
H  0.68  2.71  -5.26
H  1.45  3.87  -4.16
H  2.09  3.62  -5.78
H  1.57  4.68  2.85
H  2.76  1.15  2.38
H  2.91  0.59  4.05
H  1.56  0.06  3.03
H  3.18  3.38  3.77
H  1.88  3.97  4.82
H  2.82  2.56  5.29
H  -0.47  1.15  4.34
H  0.79  1.12  5.59
H  -0.10  2.62  5.25
C  -0.83  -5.58  -2.07
C  0.02  -4.76  -1.14
N  -0.58  -3.45  -0.91
C  -1.50  -2.87  -1.76
N  -2.00  -1.72  -1.38
C  -2.75  -0.99  -2.40
C  -3.58  -1.89  -3.30
C  -2.67  -2.92  -3.93
N  -1.84  -3.53  -2.90
C  -1.14  -4.75  -3.30
H  -1.77  -5.85  -1.59
H  -0.32  -6.50  -2.35
H  1.03  -4.65  -1.56
H  0.13  -5.28  -0.18
H  0.03  -2.72  -0.52
H  -2.06  -0.40  -3.01
H  -3.41  -0.27  -1.92
H  -4.08  -1.30  -4.07
H  -4.35  -2.40  -2.72
H  -2.03  -2.44  -4.68
H  -3.23  -3.71  -4.42
H  -0.22  -4.52  -3.84
H  -1.79  -5.29  -3.98

These are the Löwdin partial charges, in e, on atoms 1 to 5: atom 1 (Sc): 0.92, atom 2 (C): -0.18, atom 3 (C): -0.16, atom 4 (N): -0.11, atom 5 (C): -0.12

=====

# C38H38ClN3O7PSTc

A structure of composition C38H38ClN3O7PSTc (ωB97M-V with the def2-TZVPD basis set, the OMol25 dataset).

For the largest force on an atom, the calculation gives 0.010 Eh/bohr. As for the electronic energy: -3442.2092 hartree. As for the total charge: +1. As for the spin multiplicity: 2.

Geometry (Å):
Tc  -1.15  0.14  0.38
O  2.29  0.15  -0.71
S  1.36  -0.58  -1.53
O  1.82  -1.76  -2.20
O  0.13  -0.96  -0.71
C  0.91  0.60  -2.80
C  1.69  0.52  -3.94
C  1.62  1.50  -4.92
C  0.78  2.58  -4.75
C  -0.02  2.66  -3.62
C  0.02  1.67  -2.64
P  -1.19  1.84  -1.31
C  -0.80  3.47  -0.60
C  -1.73  4.49  -0.43
C  -1.34  5.69  0.16
C  -0.04  5.87  0.57
C  0.90  4.86  0.40
C  0.52  3.66  -0.18
C  -2.84  1.94  -2.05
C  -3.07  1.82  -3.42
C  -4.36  1.86  -3.91
C  -5.44  2.02  -3.05
C  -5.22  2.12  -1.69
C  -3.93  2.07  -1.19
H  2.37  -0.32  -4.04
H  2.24  1.41  -5.80
H  0.73  3.36  -5.50
H  -0.69  3.50  -3.50
H  -2.75  4.36  -0.78
H  -2.07  6.48  0.27
H  0.26  6.81  1.02
H  1.93  5.01  0.71
H  1.25  2.87  -0.33
H  -2.24  1.66  -4.10
H  -4.53  1.76  -4.98
H  -6.45  2.05  -3.45
H  -6.06  2.23  -1.01
H  -3.77  2.11  -0.12
Cl  4.80  -1.54  4.27
C  3.48  -0.86  3.39
C  3.56  0.46  2.93
C  2.52  1.02  2.22
C  1.37  0.28  1.94
O  0.41  0.87  1.24
C  1.28  -1.04  2.43
C  0.09  -1.84  2.30
O  -0.97  -1.50  1.77
C  2.35  -1.60  3.15
H  4.46  1.03  3.12
H  2.59  2.02  1.83
H  0.12  -2.83  2.76
H  2.27  -2.62  3.52
C  -1.17  -3.17  -3.39
C  -1.89  -1.96  -2.85
O  -1.46  -0.84  -3.03
C  -3.19  -2.15  -2.14
C  -4.14  -3.00  -2.69
C  -5.43  -3.07  -2.20
C  -5.79  -2.27  -1.12
C  -4.85  -1.44  -0.53
C  -3.55  -1.39  -1.02
O  -2.65  -0.62  -0.37
H  -0.10  -3.01  -3.23
H  -1.34  -3.23  -4.47
H  -1.49  -4.10  -2.93
H  -3.86  -3.60  -3.55
H  -6.16  -3.72  -2.66
H  -6.79  -2.29  -0.73
H  -5.11  -0.83  0.32
C  -2.33  -0.46  4.77
N  -2.78  0.15  3.53
C  -3.77  -0.62  2.78
C  -2.23  1.26  3.01
N  -2.14  1.41  1.69
N  -1.76  2.20  3.86
C  -0.82  3.21  3.38
C  -2.44  2.55  5.10
H  -2.06  -1.50  4.57
H  -3.12  -0.46  5.53
H  -1.46  0.06  5.15
H  -4.61  -0.84  3.43
H  -3.35  -1.55  2.40
H  -4.11  -0.02  1.94
H  -1.98  2.38  1.45
H  -0.17  2.79  2.62
H  -0.20  3.54  4.22
H  -1.33  4.09  2.97
H  -3.28  1.88  5.27
H  -2.82  3.57  5.03
H  -1.76  2.49  5.95

These are the Löwdin partial charges, in e, on atoms 1 to 5: atom 1 (Tc): 1.54, atom 2 (O): -0.26, atom 3 (S): 0.53, atom 4 (O): -0.27, atom 5 (O): -0.47